# C7H12N

A 2-piece molecular cluster, C7H12N overall (ωB97M-V/def2-TZVPD, the Open Molecules 2025 dataset).

Properties
- spin multiplicity = 3
- charge = +1
- LUMO level (spin up / spin down) (hartree) = -0.18176 / -0.20390
- highest occupied orbital energy (spin up / spin down) (eV) = -9.21 / -14.75
- <S²> = 2.01
- ΔE to the lowest compared entry with this formula, charge and spin (kJ/mol) = 544.2

Atoms and positions in Å:
C 1.17263 -4.23925 1.32519
C 1.88860 -4.84507 0.30013
C -0.21838 -0.92854 -0.89316
C 1.29398 -3.58554 0.04699
C -0.82654 3.11379 0.86680
C -0.11934 2.78110 -0.37527
C -0.76047 1.35508 -0.95188
N -0.32455 0.20913 -0.27003
H 0.71377 -4.18743 2.28072
H 2.14915 -5.70862 -0.32914
H 0.19703 -1.76664 -0.45163
H -0.52474 -0.92501 -1.86248
H -0.05285 3.69411 1.61587
H -1.76474 3.66989 0.78002
H -0.95033 2.18049 1.44571
H 0.91831 2.48849 -0.34842
H -0.25408 3.64215 -1.12946
H -1.83853 1.54407 -0.65030
H -0.69334 1.32932 -2.06765
H -0.00557 0.17849 0.66798

=====

# C23H54AlClKLi3N5O9Si2

C23H54AlClKLi3N5O9Si2 as an isolated structure (ωB97M-V/def2-TZVPD, the Open Molecules 2025 dataset).

Properties
- charge = +1
- LUMO level (hartree) = -0.26626
- highest occupied orbital energy (eV) = -9.03

Atoms and positions in Å:
N 4.44834 -2.47279 -5.22346
C 3.75431 -1.57749 -4.21729
C 2.28714 -2.11078 -3.71311
C 2.12337 -3.73985 -3.64746
C 2.81610 -4.46072 -2.34904
C 2.75158 -3.60072 -0.95517
Al 4.65825 -2.97595 -0.50477
N 4.83623 -2.51523 1.39494
C 3.73093 -1.71320 1.68892
O 2.73916 -0.91002 2.10455
H 4.78057 -3.30256 -4.64559
H 5.28912 -1.94458 -5.60540
H 3.55502 -0.53839 -4.76963
H 4.50961 -1.33829 -3.35511
H 1.50080 -1.72779 -4.52570
H 2.02784 -1.54045 -2.72500
H 0.96263 -4.01040 -3.70428
H 2.59995 -4.25579 -4.61192
H 3.92521 -4.81014 -2.50527
H 2.19066 -5.45836 -2.15188
H 2.45059 -4.37701 -0.09949
H 1.93268 -2.76326 -0.92328
H 5.14925 -1.70093 -1.30215
H 5.66199 -4.17142 -0.87234
Li 6.53042 -0.37570 0.17666
O 1.43821 -4.91963 2.12817
H 2.34145 -5.20682 2.32994
H 1.41187 -3.99973 2.43160
C -4.83027 1.26438 -2.08225
Si -3.08538 1.99573 -2.11648
C -3.14237 3.57425 -1.10555
C -2.71831 2.43464 -3.90226
N -1.97294 0.81991 -1.46789
Si -0.26859 1.17088 -1.35583
C 0.10096 2.62792 -0.23460
C 0.52092 1.47841 -3.02894
C 0.61157 -0.32664 -0.60677
H -5.54339 1.98639 -2.48999
H -4.88084 0.35488 -2.68762
H -5.12718 1.02152 -1.05884
H -3.99762 4.18502 -1.41066
H -2.24456 4.18003 -1.24913
H -3.25082 3.35259 -0.03995
H -2.58336 1.53282 -4.50732
H -1.82366 3.05429 -3.99180
H -3.55106 3.00344 -4.32750
H -0.18531 3.57636 -0.69486
H 1.17424 2.67893 -0.02658
H -0.42245 2.52865 0.72122
H 0.24297 0.69690 -3.74290
H 1.61177 1.47643 -2.93587
H 0.23264 2.44812 -3.44068
H 0.47150 -1.21318 -1.23335
H 0.22787 -0.54090 0.39596
H 1.68586 -0.12819 -0.52856
K 8.17049 1.25230 2.00010
O -6.10118 5.25409 -2.51274
C -6.78365 5.49185 -1.51731
O -6.66487 4.72796 -0.40865
C -7.28816 5.01858 0.85483
C -8.71554 4.51064 0.88511
C -7.81921 6.57702 -1.54526
H -7.21235 6.08371 1.09510
H -6.70444 4.48998 1.61659
H -9.33479 4.99795 0.12665
H -9.16784 4.68667 1.86507
H -8.74372 3.43447 0.67094
H -8.72350 6.19560 -2.02833
H -7.42613 7.41788 -2.12391
H -8.07104 6.97406 -0.56377
C -8.44990 3.32917 4.35957
O -7.98818 4.31391 3.79600
N -7.72234 2.24027 4.79020
C -8.34431 1.11167 5.45052
C -6.28994 2.22289 4.57610
H -9.52801 3.24019 4.57169
H -7.90743 1.00038 6.44697
H -8.15384 0.20929 4.86261
H -9.42380 1.25684 5.54590
H -5.84432 3.08612 5.07952
H -6.08950 2.29890 3.50310
H -5.85181 1.30105 4.96820
N 7.01956 -4.25255 3.24635
C 7.50732 -5.19111 2.37473
C 8.44090 -5.94980 3.04482
C 8.51447 -5.45514 4.36888
C 7.62418 -4.40928 4.46642
H 6.32197 -3.55419 3.02434
H 7.15045 -5.23764 1.35458
H 9.00685 -6.77158 2.62566
H 9.14814 -5.82271 5.16565
H 7.37080 -3.76406 5.29700
O 13.44051 -4.19206 2.19317
Cl 12.05852 -4.42403 2.56570
O 11.63259 -5.71575 2.06320
O 11.22321 -3.38468 1.99605
O 11.93729 -4.40373 4.01051
Li 1.52617 1.56166 -5.12592
Li 2.60097 1.52763 0.26563

=====

# C6H10B2

The molecule C6H10B2 (ωB97M-V/def2-TZVPD, the Open Molecules 2025 dataset).

Properties
- SMILES string = B/C(BC=C)=C/C=C
- LUMO level (hartree) = -0.01885
- highest occupied orbital energy (eV) = -8.88
- ΔE to the lowest compared entry with this formula, charge and spin (kJ/mol) = 0.0

Atoms and positions in Å:
B 1.32572 -0.03284 -1.10803
B 0.35962 2.47451 -0.74337
C -2.79395 -0.91908 0.64837
C 1.79766 -1.28487 1.04746
C -1.46421 -0.66676 0.21490
C -0.83734 0.60551 0.11036
C 2.32825 -0.87306 -0.12378
C 0.26656 0.96733 -0.52426
H 1.07966 -0.22509 -2.28869
H 3.28988 -1.26189 -0.44873
H 0.79547 3.12410 -1.73604
H -0.22227 3.05943 -0.00486
H -3.39525 -1.86072 0.69495
H -3.37509 -0.13314 1.05709
H 0.78658 -0.97614 1.20137
H 2.35558 -1.88380 1.71893
H -1.03454 -1.57820 -0.21486
H -1.26232 1.46469 0.49921

=====

# C56H100N12

A 12-piece molecular cluster, C56H100N12 overall (ωB97M-V/def2-TZVPD, the Open Molecules 2025 dataset).

Properties
- SMILES string = c1cc[nH]c1.c1cc[nH]c1.c1cc[nH]c1.c1cc[nH]c1.c1cc[nH]c1.c1cc[nH]c1.c1cc[nH]c1.c1cc[nH]c1.CCN(CC)CC.CCN(CC)CC.CCN(CC)CC.CCN(CC)CC
- LUMO level (hartree) = 0.02080
- highest occupied orbital energy (eV) = -7.78
- ΔE to the lowest compared entry with this formula, charge and spin (kJ/mol) = 377.0

Atoms and positions in Å:
N -3.51780 0.05685 4.04997
C -2.51768 0.84792 4.59258
C -1.34881 0.51623 3.88824
C -1.80324 -0.32133 2.90263
C -3.07564 -0.73968 3.04404
H -4.46156 0.07961 4.40901
H -2.86562 1.40158 5.45210
H -0.35179 0.93109 3.90343
H -1.06673 -0.67431 2.19598
H -3.67727 -1.44486 2.48984
N -2.85765 5.46585 -3.72611
C -3.13732 4.08725 -3.49256
C -2.06075 3.45630 -2.90519
C -1.12130 4.56563 -2.76779
C -1.67428 5.72123 -3.19472
H -3.58111 6.06982 -4.08931
H -4.05534 3.55675 -3.69801
H -1.94499 2.44053 -2.55701
H -0.14355 4.52569 -2.31084
H -1.35241 6.74688 -3.09050
N 0.47832 -1.52212 -1.83846
C 1.06007 -1.79371 -0.62586
C 0.98807 -0.66074 0.21181
C 0.09194 0.18143 -0.47909
C -0.02034 -0.23889 -1.76932
H 0.42104 -2.02504 -2.71248
H 1.66129 -2.68400 -0.51484
H 1.39193 -0.52413 1.20411
H -0.34631 1.12278 -0.18208
H -0.60929 0.28693 -2.50624
N 3.24509 3.25795 -2.84852
C 2.06826 2.61604 -2.68090
C 1.72404 2.20147 -3.93603
C 2.46864 2.82535 -4.89798
C 3.53747 3.39619 -4.14789
H 3.75857 3.65136 -2.07284
H 1.67240 2.41424 -1.69654
H 0.90393 1.50221 -4.00571
H 2.31040 2.73731 -5.96269
H 4.44791 3.86926 -4.48506
N -1.13269 -3.36921 -4.47797
C 0.02403 -3.80383 -3.96134
C 1.03023 -3.95853 -4.87276
C 0.40541 -3.60192 -6.07246
C -0.85202 -3.07140 -5.80284
H -1.94731 -3.13191 -3.93009
H 0.00791 -4.06232 -2.91285
H 2.02705 -4.36849 -4.80438
H 0.82756 -3.69509 -7.06216
H -1.65632 -2.68645 -6.41218
N 3.61182 -5.79418 -0.90231
C 3.52395 -5.21347 -2.12396
C 3.69822 -3.89389 -1.98234
C 4.29301 -3.68599 -0.72206
C 4.30010 -4.93037 -0.08205
H 3.30413 -6.69929 -0.57645
H 3.09839 -5.83464 -2.89820
H 3.39998 -3.15440 -2.71076
H 4.64058 -2.76244 -0.28312
H 4.73797 -5.22388 0.86057
N -0.48279 -8.11285 0.91609
C 0.14713 -7.01643 1.51689
C 0.50867 -6.15701 0.40953
C 0.06220 -6.78278 -0.82732
C -0.40950 -8.05435 -0.49166
H -0.91315 -8.89187 1.39359
H 0.15698 -6.97160 2.59591
H 0.96152 -5.18071 0.49982
H 0.21745 -6.36663 -1.81177
H -0.85856 -8.79028 -1.14216
N -4.30655 2.75060 -0.58451
C -3.69213 2.37110 0.62079
C -4.51662 2.64242 1.66084
C -5.74279 3.09841 1.14754
C -5.61063 3.09847 -0.23580
H -3.87530 2.77368 -1.49752
H -2.64883 2.09455 0.58291
H -4.25108 2.55672 2.70417
H -6.62424 3.24616 1.75385
H -6.23428 3.31550 -1.09041
C -2.89523 0.37915 -4.84263
C -3.92080 0.05919 -6.09241
N -5.17739 0.65648 -5.75089
C -5.86734 1.36876 -6.88247
C -5.27754 2.61057 -7.46513
C -6.02567 -0.43795 -5.31339
C -7.29172 0.06208 -4.37786
H -3.25904 -0.26672 -4.04349
H -2.72133 1.42160 -4.57589
H -1.99832 -0.23979 -4.86624
H -3.57110 0.51198 -7.02021
H -4.10232 -0.98049 -6.36480
H -6.03158 0.62089 -7.65824
H -6.84453 1.69703 -6.52829
H -4.68242 3.16824 -6.74199
H -4.54968 2.42413 -8.25479
H -6.10331 3.24360 -7.78994
H -5.50230 -1.22363 -4.76852
H -6.42041 -0.99495 -6.16311
H -7.70354 1.05423 -4.56259
H -6.87794 0.13457 -3.37206
H -8.13139 -0.61822 -4.23560
C -2.47350 6.17878 2.72119
C -1.75953 5.66197 1.33455
N -0.31983 5.45892 1.56422
C 0.41441 6.69726 1.14077
C 1.87111 6.79796 1.64257
C 0.19470 4.34042 0.74575
C 0.51651 3.31379 1.88189
H -2.17040 5.50849 3.52552
H -3.47850 5.76936 2.61887
H -2.42863 7.22637 3.01897
H -2.31854 4.73746 1.19000
H -1.97363 6.26861 0.45462
H 0.43504 6.81695 0.05755
H -0.15662 7.56770 1.46383
H 2.01060 6.57400 2.70015
H 2.54515 6.22683 1.00416
H 2.19297 7.82592 1.47579
H 1.15126 4.49577 0.24678
H -0.46888 3.83823 0.04179
H 0.59776 2.37595 1.33239
H -0.33201 3.24789 2.56289
H 1.42674 3.58431 2.41706
C 4.00543 0.47936 2.23738
C 4.96825 -0.59655 1.80808
N 6.21468 -0.75269 2.60128
C 5.92669 -0.66522 4.04361
C 5.08491 -1.88367 4.55272
C 7.18155 0.35658 2.34431
C 7.86870 0.33701 0.98946
H 3.22932 0.60682 1.48271
H 4.53694 1.42964 2.28783
H 3.32037 0.15847 3.02212
H 4.61072 -1.61338 1.64584
H 5.21506 -0.35478 0.77429
H 6.92185 -0.66572 4.48831
H 5.50641 0.29699 4.33622
H 5.28804 -2.78138 3.96881
H 5.49981 -2.07857 5.54165
H 4.02789 -1.62917 4.63035
H 7.94444 0.43387 3.11900
H 6.68388 1.30997 2.52174
H 7.18102 0.43345 0.14930
H 8.45597 -0.57318 0.86785
H 8.46514 1.24714 1.05297
C 2.36116 -4.90779 6.69739
C 2.18361 -3.54606 6.18094
N 0.67118 -3.22628 5.98536
C 0.46954 -2.45175 4.69086
C 1.02987 -3.04109 3.34551
C 0.10274 -2.65128 7.17945
C -1.40250 -2.34081 7.16851
H 3.33541 -5.22524 6.32569
H 1.65956 -5.61830 6.26034
H 2.28818 -4.96580 7.78339
H 2.71558 -2.79712 6.76764
H 2.75643 -3.55786 5.25367
H 0.95052 -1.47893 4.79281
H -0.59866 -2.38017 4.48614
H 2.11317 -3.15766 3.31451
H 0.74137 -2.41520 2.50104
H 0.60415 -3.98849 3.01490
H 0.46837 -3.22740 8.02945
H 0.46684 -1.62968 7.28835
H -2.04953 -3.19221 6.95736
H -1.75289 -1.85794 8.08073
H -1.64059 -1.58591 6.41915

=====

# C6H10

The molecule C6H10 (ωB97M-V/def2-TZVPD, the Open Molecules 2025 dataset).

Properties
- SMILES string = C=CC(C)C=C
- LUMO level (hartree) = 0.04380
- highest occupied orbital energy (eV) = -9.10
- ΔE to the lowest compared entry with this formula, charge and spin (kJ/mol) = 125.4

Atoms and positions in Å:
C -0.74559 1.43754 0.16130
C 0.34435 0.50346 0.70464
C -0.07246 -0.94731 0.84057
C -0.94184 -1.58032 0.05931
C 1.57278 -0.14649 -1.37641
C 1.59920 0.40689 -0.16712
H -1.65681 1.35335 0.76538
H -1.00524 1.20562 -0.87713
H -0.41623 2.48275 0.19236
H 0.64001 0.88339 1.69286
H 0.55402 -1.52231 1.52439
H -1.02811 -2.66155 0.09412
H -1.53351 -1.06138 -0.69428
H 0.63250 -0.45388 -1.83124
H 2.47193 -0.38709 -1.92621
H 2.55005 0.66269 0.29502

=====

Number 1: maximum force 5.64 eV/Å. Number 2: maximum force 10.28 eV/Å. Number 3: maximum force 5.58 eV/Å. Number 4: maximum force 4.66 eV/Å. Number 5: maximum force 0.31 eV/Å.